(1)
C27H30GeMnN3O2S4Sb as an isolated structure in a non-equilibrium geometry. Source: OMol25; level of theory: the ωB97M-V functional and the def2-TZVPD basis.

```
69
Properties=species:S:1:pos:R:3
H 5.01 4.17 -0.47
N -1.95 -0.66 1.21
C -4.17 3.19 -0.74
H 1.60 -2.36 2.15
H -0.52 3.82 -4.14
H -1.31 -3.83 3.83
H -0.73 -1.33 2.75
S -2.72 -4.30 1.87
H 3.17 -1.60 -2.17
C 2.57 -1.96 1.88
H 0.41 1.84 -3.15
C 4.05 3.87 -0.85
S -0.76 -0.85 -2.10
C 3.96 3.28 -2.10
O -1.78 3.87 -2.51
C -1.83 2.84 -1.62
C 1.58 3.05 -1.84
H 4.99 -0.30 0.17
N -0.73 2.16 -1.45
C 4.08 0.28 0.11
H 2.97 4.50 0.88
S -2.66 -1.36 -2.50
C 0.32 -4.20 0.36
C 2.73 2.87 -2.59
C -3.16 -0.19 1.46
C 0.91 0.35 0.27
Mn -1.06 0.45 -0.32
H 0.89 -4.25 -0.55
Sb -2.46 -3.73 -1.51
H -4.30 4.10 -1.30
C -4.87 1.57 0.90
H -5.57 1.22 1.64
H -3.37 -2.54 3.30
C -1.09 -4.10 2.80
C -2.88 -1.56 3.19
C -2.98 2.47 -0.88
H -0.48 -2.26 -0.07
H 2.67 2.40 -3.56
H 0.18 -5.74 3.39
H 4.08 0.81 -0.84
C 2.90 4.05 -0.10
H 0.82 0.65 1.34
H 0.79 3.79 0.01
C 0.25 2.64 -2.42
C -1.65 -1.64 2.25
C -0.06 -5.07 2.58
H 1.59 -2.27 -1.82
H 2.91 -1.32 2.70
C 1.68 3.66 -0.59
C -0.57 -3.16 0.52
C -3.67 0.89 0.70
H 4.85 3.11 -2.69
S -1.03 -4.78 -2.91
C -1.36 -3.07 1.75
C -5.13 2.71 0.14
H 1.33 1.23 -0.25
C 2.57 -2.07 -1.40
H -2.63 -1.16 4.18
C 0.55 -5.15 1.36
H 3.03 -3.02 -1.13
H 4.09 1.03 0.90
O -3.79 -0.68 2.56
H 3.26 -2.79 1.78
H 1.30 -5.91 1.20
H -6.07 3.24 0.25
N -2.75 1.29 -0.23
C -0.47 3.87 -3.05
H 0.03 4.80 -2.75
Ge 2.44 -0.89 0.20
```

Output
total charge	-1
spin multiplicity	5
lowest unoccupied orbital energy (alpha / beta)	1.70 / 1.68	eV
<S²>	6.18
max |F|	2.09	eV/Å
energy relative to the best compared isomer or geometry (same formula, charge and spin)	97.4	kcal per mole

(2)
C27H30IrN3O5P2 as an isolated structure. Source: OMol25; level of theory: the ωB97M-V functional and the def2-TZVPD basis.

```
68
Properties=species:S:1:pos:R:3
O 0.27 1.03 -1.93
C 3.06 -2.28 1.14
C -0.62 -5.89 0.22
H 2.99 2.12 1.11
H 5.54 0.40 -0.14
C 0.86 3.16 -3.56
H -0.14 -1.66 -3.49
H 3.58 -0.19 -1.50
C 0.40 -0.92 3.44
O -2.14 0.48 -1.43
C 1.23 4.35 -4.17
H 1.47 2.27 -3.66
H 4.35 -2.43 2.84
C 4.84 -0.34 0.22
H -2.68 0.42 1.03
C 5.05 -0.97 1.44
H 2.38 -3.04 1.49
H 4.40 -3.13 -4.75
C 3.74 -0.68 -0.55
H 2.41 -4.75 -0.78
P 1.36 -1.96 -1.04
N -0.72 1.88 -2.24
H 1.49 -0.88 3.48
C 2.85 -1.65 -0.09
C 0.87 -1.96 -3.75
C 1.84 -2.16 -2.77
C 0.73 -5.91 -0.13
H 2.15 4.40 -4.73
H -2.68 2.17 1.29
C 4.17 -1.93 1.90
H 0.71 6.40 -4.52
H -2.29 -2.40 -0.72
C -0.68 -3.53 -0.16
C -0.77 5.41 -3.33
H -2.38 -4.69 0.47
H -0.03 -0.02 3.87
C -2.27 1.23 1.63
P 0.10 0.13 1.04
C 1.96 2.03 0.78
O -0.02 -1.06 2.05
H 0.03 -1.80 3.95
H -1.74 -2.08 0.77
C 2.44 -2.60 -5.44
H -2.07 4.17 -2.15
C -1.15 4.23 -2.71
H -1.39 6.29 -3.24
C 1.36 -4.73 -0.50
O 1.52 0.73 1.26
N -1.43 -2.26 -0.18
H -1.12 -6.81 0.50
C 0.42 5.47 -4.05
H 1.27 -6.84 -0.12
H 2.68 -2.77 -6.48
H 5.92 -0.71 2.04
C 0.65 -3.53 -0.51
H 0.41 -2.03 -5.84
H 3.88 -2.74 -2.38
Ir -0.45 -0.56 -0.95
O -0.83 1.32 1.49
C 3.11 -2.58 -3.13
C 1.17 -2.18 -5.08
C -0.33 3.13 -2.85
C 3.41 -2.80 -4.47
N -1.93 1.62 -2.02
H 1.34 2.80 1.22
H -2.50 1.08 2.68
H 1.91 2.05 -0.31
C -1.33 -4.70 0.21
```

Output
total charge	+2
spin multiplicity	1
lowest unoccupied orbital energy	-6.41	eV
max |F|	0.09	eV/Å
energy relative to the best compared isomer or geometry (same formula, charge and spin)	0.0	kcal per mole

(3)
C27H30IrNO7P4 as an isolated structure in a non-equilibrium geometry. Source: OMol25; level of theory: the ωB97M-V functional and the def2-TZVPD basis.

```
70
Properties=species:S:1:pos:R:3
H 4.90 0.58 -1.41
H -3.42 2.15 3.03
C 3.03 3.20 -0.30
C 2.79 0.51 -1.84
H 0.77 0.42 -2.54
H -0.46 -2.04 -2.55
H 5.55 0.60 -3.78
C 0.33 4.53 0.14
H 3.02 3.38 -1.38
H 0.16 4.85 -1.98
C 3.65 0.17 0.90
H 2.91 4.16 0.21
H 0.18 7.30 -1.78
H 1.43 0.39 -4.93
N 1.99 2.28 0.13
C 0.26 6.69 -0.90
C -0.38 2.05 1.54
H 0.49 6.96 2.47
H -2.22 3.06 1.09
C 0.40 5.12 1.40
H 1.36 1.05 2.41
H 6.69 -0.89 3.00
C 0.28 1.15 2.41
C 0.42 6.50 1.50
C -3.01 -3.34 1.10
H 5.51 1.21 3.53
C 0.34 7.28 0.36
H 3.54 1.88 2.22
O -3.14 -0.59 -1.91
P 2.21 0.57 -0.12
H 5.92 -2.32 1.15
H -2.31 0.52 4.52
O -2.09 -0.03 0.28
H -2.54 -4.31 1.23
O -0.53 -1.75 -1.63
C 2.19 0.45 -4.16
C -0.44 0.61 3.49
H 0.34 8.36 0.44
O -3.30 -3.32 -1.34
C 4.30 -1.03 0.63
H -3.79 -1.07 -2.42
C 3.53 0.51 -4.51
C 0.24 5.31 -1.01
C -2.40 1.85 2.85
P 0.34 2.72 0.00
C 4.06 0.97 1.97
P -0.80 -2.99 -0.57
C -2.63 -2.75 -0.25
C 4.14 0.56 -2.18
H 4.01 2.79 -0.04
C 1.82 0.46 -2.83
C 5.84 -0.59 2.41
H 0.07 -0.05 4.18
H 0.45 4.50 2.29
H -4.68 -0.93 1.06
C 5.17 0.58 2.71
H -2.67 -2.68 1.90
C -1.72 2.38 1.77
C -1.77 0.94 3.69
O -4.50 -0.77 0.13
H 3.94 -1.67 -0.17
H -4.09 -3.47 1.16
C 5.40 -1.40 1.37
H 3.82 0.53 -5.54
C 4.50 0.56 -3.52
O -0.59 -4.30 -1.18
P -3.03 -0.97 -0.40
O -0.03 -2.54 0.66
Ir 0.09 -0.42 0.37
H -3.02 -4.24 -1.44
```

Output
total charge	+2
spin multiplicity	5
lowest unoccupied orbital energy (alpha / beta)	-5.44 / -9.01	eV
<S²>	6.02
max |F|	2.19	eV/Å

> The lowest total charge belongs to which entry?

C27H30GeMnN3O2S4Sb